# 1
Below is a structure of composition C6H10Br3NOS in a non-equilibrium geometry, with properties calculated with ωB97M-V/def2-TZVPD.

Computed properties:
total charge	0
multiplicity	1
F_max	0.0764	Eh/bohr
relative energy (zero: lowest compared OMol25 entry of this formula, charge and spin)	51.9	kcal per mole

Last column: Löwdin charge in e.
Geometry (Å):
H1 1.286 -2.944 0.452  0.126
C1 -1.429 2.067 -3.547  -1.074
H2 2.426 -0.820 0.396  0.138
N1 0.157 0.737 0.791  -0.398
C2 1.544 -0.983 -0.278  -0.222
H3 -1.437 -0.556 0.726  0.089
S1 -0.283 2.287 0.935  0.511
H4 1.869 -1.323 -1.316  0.147
C3 0.920 0.322 -0.422  -0.220
H5 0.204 0.165 -1.250  0.122
Br1 -1.553 3.733 -2.733  0.565
H6 1.011 -1.317 2.207  0.116
Br2 -2.687 0.853 -2.980  0.535
H7 1.563 1.149 -0.641  0.107
Br3 -2.445 2.349 0.434  0.248
H8 -0.026 -2.571 -0.489  0.142
O1 0.291 2.990 -0.140  -0.550
C4 0.630 -2.045 0.266  -0.231
H9 -1.060 0.083 2.449  0.150
C5 -0.669 -0.343 1.433  -0.207
C6 0.187 -1.600 1.592  -0.206
H10 -0.499 -2.233 2.116  0.112

---

# 2
Below is the molecule C6H10BrClO in a non-equilibrium geometry, with properties calculated with ωB97M-V/def2-TZVPD.

Computed properties:
total charge	0
multiplicity	1
F_max	0.0809	Eh/bohr
relative energy (zero: lowest compared OMol25 entry of this formula, charge and spin)	8.8	kcal per mole

Last column: Löwdin charge in e.
Geometry (Å):
H1 0.499 0.425 -3.026  0.098
H2 0.469 -1.455 0.648  0.102
H3 -0.976 -2.373 0.281  0.129
C1 -0.734 -0.197 -0.164  -0.649
H4 -0.461 1.538 -2.137  0.072
C2 1.431 1.151 -1.205  -0.238
O1 -0.311 -0.412 -1.472  -0.137
C3 -1.175 -1.390 2.105  -0.100
Br1 -2.039 1.236 0.076  0.755
H5 0.583 2.021 0.645  0.037
C4 1.134 1.175 0.219  -0.654
H6 -2.202 -1.118 1.928  0.043
H7 2.190 0.325 -1.348  0.130
C5 0.206 0.726 -2.100  -0.205
C6 -0.631 -1.397 0.670  -0.273
H8 1.650 2.066 -1.717  0.108
H9 -0.818 -0.594 2.755  0.075
Cl1 2.345 0.692 1.341  0.622
H10 -1.160 -2.419 2.503  0.085

---

# 3
Below is the molecule C6H10BrF in a non-equilibrium geometry, with properties calculated with ωB97M-V/def2-TZVPD.

Computed properties:
total charge	0
multiplicity	1
F_max	0.0909	Eh/bohr
relative energy (zero: lowest compared OMol25 entry of this formula, charge and spin)	6.9	kcal per mole
structure (SMILES)	C[C@]1(F)CC[C@@]1(C)Br

Last column: Löwdin charge in e.
Geometry (Å):
H1 -1.489 -0.212 -1.699  0.081
H2 -1.473 -1.773 -1.143  0.035
C1 -0.680 -0.724 1.275  -0.078
H3 0.913 0.180 2.253  0.098
C2 0.060 -0.940 -0.058  -0.376
H4 -0.462 -1.529 1.954  0.118
C3 0.835 0.396 0.133  -0.754
H5 -0.595 1.795 -0.579  0.078
H6 -0.260 1.411 1.750  0.121
H7 -0.350 -1.117 -2.252  0.041
H8 0.576 1.478 -1.765  0.053
H9 1.040 2.379 -0.376  0.078
C4 -0.861 -1.027 -1.394  0.039
Br1 2.791 0.229 -0.120  0.732
F1 1.037 -2.018 0.039  -0.078
C5 0.429 1.557 -0.749  -0.136
H10 -1.721 -0.548 1.206  0.108
C6 0.212 0.461 1.522  -0.161

---

# 4
Below is a cluster of 2 separate species, C6H10BrN2 in total in a non-equilibrium geometry, with properties calculated with ωB97M-V/def2-TZVPD.

Computed properties:
total charge	+1
multiplicity	1
F_max	0.0492	Eh/bohr
relative energy (zero: lowest compared OMol25 entry of this formula, charge and spin)	85.1	kcal per mole

Last column: Löwdin charge in e.
Geometry (Å):
H1 0.829 1.489 0.916  0.179
H2 -0.469 -2.916 1.172  0.132
N1 0.089 1.348 0.224  0.086
H3 -1.117 -3.635 -1.056  0.085
H4 1.249 -1.845 2.114  0.113
H5 -1.074 -0.028 -0.805  0.170
C1 -0.748 -2.641 -0.894  0.117
H6 -1.525 3.941 -0.593  0.118
C2 -0.421 -2.244 0.328  -0.124
H7 -0.291 3.892 -1.942  0.106
Br1 1.859 1.234 -2.558  -0.240
C3 -0.352 0.097 -0.010  -0.030
C4 -0.167 2.368 -0.554  -0.108
C5 -0.678 3.431 -1.045  0.129
C6 0.977 -0.850 1.766  0.021
H8 0.532 -0.303 2.600  0.121
H9 -0.639 -2.022 -1.770  0.082
H10 1.895 -0.353 1.447  0.118
N2 0.051 -0.964 0.660  -0.075

---

# 5
Below is a cluster of 3 separate species, C6H10BrN3O in total in a non-equilibrium geometry, with properties calculated with ωB97M-V/def2-TZVPD.

Computed properties:
total charge	0
multiplicity	1
F_max	0.0276	Eh/bohr
relative energy (zero: lowest compared OMol25 entry of this formula, charge and spin)	61.4	kcal per mole
structure (SMILES)	C1CC2=NN2C1.CN=C=O.Br

Last column: Löwdin charge in e.
Geometry (Å):
H1 -1.433 2.783 1.256  0.119
N1 -0.057 1.841 -0.037  -0.123
C1 -2.373 1.191 0.051  -0.121
H2 -1.506 -0.615 -0.886  0.126
H3 3.214 -1.779 -0.934  0.073
H4 -3.125 1.179 0.837  0.108
H5 -1.821 -0.832 0.849  0.121
C2 -1.391 2.388 0.237  -0.161
C3 -0.241 0.499 0.379  -0.364
C4 0.657 -3.338 0.232  -0.360
H6 3.465 -2.517 0.665  0.086
N2 1.596 -2.755 -0.194  0.074
N3 0.521 1.082 1.167  0.242
H7 -1.580 3.197 -0.467  0.114
H8 1.244 1.913 -1.225  -0.332
H9 2.495 -1.030 0.509  0.065
O1 -0.331 -3.910 0.455  0.129
C5 2.755 -1.978 0.033  -0.102
C6 -1.519 -0.120 0.084  -0.081
H10 -2.876 1.275 -0.910  0.107
Br1 2.307 1.526 -2.102  0.280

---

# 6
Below is the molecule C6H10BrN3O in a non-equilibrium geometry, with properties calculated with ωB97M-V/def2-TZVPD.

Computed properties:
total charge	0
multiplicity	1
F_max	0.0678	Eh/bohr
relative energy (zero: lowest compared OMol25 entry of this formula, charge and spin)	137.3	kcal per mole

Last column: Löwdin charge in e.
Geometry (Å):
H1 2.834 -0.130 1.260  0.122
N1 -4.534 -0.143 0.114  0.158
C1 1.198 0.827 0.136  -0.202
C2 2.948 -1.044 -0.487  -0.148
H2 2.234 -1.920 -0.345  0.081
H3 3.029 -0.940 -1.607  0.079
C3 -2.248 -0.310 0.131  -0.698
C4 -3.464 0.409 -0.130  -0.449
C5 0.147 -0.220 0.405  -0.235
H4 0.224 -0.551 1.499  0.156
H5 1.307 1.703 0.883  0.150
Br1 -2.493 -2.214 0.138  0.750
H6 -5.517 0.237 0.103  0.121
N2 -1.188 0.276 0.232  0.032
H7 0.236 -1.224 -0.077  0.095
H8 4.026 -1.208 -0.206  0.083
N3 -2.143 2.296 -0.664  0.125
H9 0.888 1.175 -0.769  0.074
C6 2.599 0.241 0.234  -0.287
O1 -3.284 1.762 -0.593  -0.109
H10 3.203 0.979 -0.257  0.100

---

# 7
Below is a cluster of 4 separate species, C6H10Cl10 in total in a non-equilibrium geometry, with properties calculated with ωB97M-V/def2-TZVPD.

Computed properties:
total charge	0
multiplicity	1
F_max	0.0333	Eh/bohr
relative energy (zero: lowest compared OMol25 entry of this formula, charge and spin)	20.7	kcal per mole
structure (SMILES)	ClC(Cl)Cl.ClC(Cl)Cl.ClCCCl.ClCCCl

Last column: Löwdin charge in e.
Geometry (Å):
H1 -4.710 7.331 2.635  0.011
H2 -3.470 0.414 2.420  0.069
C1 -3.135 -0.265 1.635  -0.660
Cl1 -1.389 -0.644 1.783  0.523
Cl2 -2.971 8.166 1.279  0.523
H3 6.005 -2.450 -1.426  0.074
H4 -3.243 0.313 0.717  0.064
Cl3 0.265 -1.653 -6.579  0.472
H5 0.898 -0.454 -4.612  0.022
Cl4 -1.461 -0.903 -4.388  0.464
Cl5 -4.442 5.693 1.113  0.509
Cl6 -4.369 -2.334 3.055  0.548
C2 0.254 -1.310 -4.811  -1.440
H6 7.193 -2.818 -0.246  0.051
H7 5.212 -2.415 1.612  0.074
H8 4.286 -2.377 0.055  0.071
C3 -3.796 6.922 2.206  -1.527
Cl7 6.748 -0.559 -0.196  0.568
H9 -5.003 -1.046 1.143  0.074
Cl8 5.262 -4.444 0.495  0.576
H10 -3.587 -2.193 0.886  0.060
C4 -4.084 -1.476 1.540  -0.676
C5 6.286 -2.233 -0.395  -0.745
Cl9 -2.693 6.248 3.482  0.484
Cl10 0.743 -2.822 -3.958  0.481
C6 5.200 -2.691 0.558  -0.669

---

# 8
Below is a cluster of 4 separate species, C6H10Cl10 in total in a non-equilibrium geometry, with properties calculated with ωB97M-V/def2-TZVPD.

Computed properties:
total charge	0
multiplicity	1
F_max	0.0494	Eh/bohr
relative energy (zero: lowest compared OMol25 entry of this formula, charge and spin)	25.0	kcal per mole
structure (SMILES)	ClC(Cl)Cl.ClC(Cl)Cl.ClCCCl.ClCCCl

Last column: Löwdin charge in e.
Geometry (Å):
C1 1.676 1.962 10.755  -0.586
Cl1 0.066 2.858 10.458  0.486
C2 2.442 2.932 11.608  -0.800
Cl2 7.493 -6.356 8.027  0.510
H1 -0.800 1.113 -7.026  0.070
C3 8.072 -4.730 8.470  -1.506
H2 0.853 1.683 -4.949  0.077
H3 2.172 1.785 9.801  0.071
Cl3 -1.258 -0.383 -5.301  0.591
H4 1.609 1.005 11.273  0.073
C4 0.973 0.968 -5.763  -0.656
H5 0.015 -0.436 -7.159  0.067
Cl4 2.201 -3.897 2.216  0.570
H6 2.527 3.957 11.248  0.073
C5 -0.231 0.369 -6.467  -0.741
H7 1.549 0.139 -5.352  0.061
H8 7.998 -4.599 9.549  0.012
Cl5 2.037 1.630 -7.046  0.533
Cl6 3.023 -1.196 1.250  0.473
Cl7 2.076 -1.720 3.994  0.591
H9 3.898 -2.514 2.911  0.004
Cl8 3.937 2.222 12.023  0.619
Cl9 7.054 -3.502 7.742  0.517
C6 2.852 -2.367 2.644  -1.638
Cl10 9.810 -4.416 7.995  0.467
H10 1.950 3.204 12.542  0.065

---

# 9
Below is the ion C6H10ClN2 with charge +1 in a non-equilibrium geometry, with properties calculated with ωB97M-V/def2-TZVPD.

Computed properties:
total charge	+1
multiplicity	1
F_max	0.0942	Eh/bohr
relative energy (zero: lowest compared OMol25 entry of this formula, charge and spin)	45.9	kcal per mole
structure (SMILES)	NC[C@@H]1C=C[NH+]=C(Cl)C1

Last column: Löwdin charge in e.
Geometry (Å):
H1 -1.952 1.759 -0.598  0.050
H2 3.133 -1.613 0.541  0.150
H3 1.169 1.577 -1.227  0.140
H4 -0.749 -2.263 -0.055  0.090
C1 2.315 0.050 -0.208  -0.653
C2 -0.025 -1.562 -0.070  -0.013
H5 -0.104 0.787 1.475  0.083
N1 2.286 -1.195 0.237  0.091
H6 -0.979 -0.130 -1.259  0.128
N2 -1.476 1.829 0.248  0.010
C3 -0.211 -0.102 -0.524  -0.187
Cl1 3.711 0.935 -0.067  0.917
C4 1.143 -2.046 0.309  -0.044
C5 1.214 0.458 -1.123  -0.069
C6 -0.798 0.669 0.744  -0.224
H7 1.345 -0.114 -2.082  0.163
H8 1.250 -3.153 0.373  0.154
H9 -1.566 0.058 1.235  0.122
H10 -2.021 2.364 0.919  0.092

---

# 10
Below is a cluster of 2 separate species, C6H10ClNO2 in total in a non-equilibrium geometry, with properties calculated with ωB97M-V/def2-TZVPD.

Computed properties:
total charge	0
multiplicity	1
F_max	0.0211	Eh/bohr
relative energy (zero: lowest compared OMol25 entry of this formula, charge and spin)	0.0	kcal per mole

Last column: Löwdin charge in e.
Geometry (Å):
H1 -2.314 1.240 -0.110  0.105
H2 1.499 -0.397 2.165  0.113
Cl1 -0.080 0.130 -3.714  0.250
C1 1.344 -0.178 1.111  -0.119
H3 -0.546 0.738 1.757  0.137
N1 -0.569 0.122 -0.232  -0.081
H4 -1.259 1.613 -1.493  0.084
O1 -1.527 -2.729 -0.276  0.084
C2 -1.077 -2.108 -1.227  -0.655
H5 1.849 -1.787 -0.313  0.135
H6 -0.642 -0.987 -3.217  -0.237
H7 2.245 0.293 0.722  0.114
O2 -1.270 -2.131 -2.437  -0.015
C3 0.127 0.731 0.893  -0.103
H8 0.714 -2.286 0.932  0.134
H9 -2.212 0.127 -1.496  0.097
H10 0.400 1.759 0.652  0.131
C4 -0.137 -1.049 -0.549  -0.077
C5 1.015 -1.446 0.303  -0.076
C6 -1.655 0.813 -0.865  -0.022

---

- Look up the total charge of the sixth one.
  0